Entry 1:
DFT (the ωB97M-V functional and the def2-TZVPD basis) results for a 4-piece molecular cluster, C27H57N4O5S2 overall.

Last column: Löwdin charge in e.
Element x y z (Å)
1 C 0.33901 0.72259 -0.08418  -0.042
2 C -0.54328 1.22360 -1.20007  -0.178
3 O 0.16590 1.54028 -2.42470  0.008
4 N 0.86375 0.47854 -2.92622  -0.036
5 C 2.07291 0.76224 -3.41973  0.033
6 C 2.87964 -0.22900 -3.94591  -0.486
7 S 4.47279 0.17608 -4.59384  0.927
8 C 2.42551 -1.55409 -3.96627  -0.083
9 C 3.31441 -2.62368 -4.52942  -0.532
10 O 3.16148 -3.09378 -5.59130  0.228
11 O 4.33504 -2.96432 -3.69077  0.100
12 C 1.15557 -1.79810 -3.44287  -0.134
13 S 0.36871 -3.42386 -3.31444  0.655
14 C 1.05919 -4.06807 -1.81477  -0.096
15 O 0.73794 -4.22637 -4.43135  -0.246
16 O -1.02823 -3.15659 -3.13731  -0.284
17 C 0.38613 -0.76769 -2.94020  0.036
18 H 0.73347 -0.26142 -0.33510  0.066
19 H 1.11276 1.41769 0.21787  0.087
20 H -0.32040 0.54951 0.76325  0.079
21 H -1.38921 0.57321 -1.40234  0.120
22 H -0.98397 2.16353 -0.88515  0.135
23 H 2.42055 1.78056 -3.37766  0.158
24 H 5.21476 -0.52165 -3.71820  -0.102
25 H 4.27116 -3.91976 -3.54833  0.141
26 H 0.95404 -3.28791 -1.06551  0.071
27 H 0.54753 -4.98134 -1.54336  0.090
28 H 2.12348 -4.20344 -1.97869  0.067
29 H -0.60170 -0.97486 -2.56148  0.144
30 C -3.53599 -2.55375 0.12363  -0.081
31 C -2.46989 -2.45302 1.20533  -0.284
32 N -2.86591 -1.64420 2.34175  -0.198
33 C -1.76456 -1.33878 3.24147  -0.250
34 C -1.09321 -2.50441 3.97752  -0.080
35 C -4.11364 -2.03524 2.98251  -0.243
36 C -4.22885 -3.46392 3.52872  -0.076
37 H -3.84543 -1.56248 -0.21345  0.075
38 H -3.13856 -3.09676 -0.73594  0.066
39 H -4.41838 -3.09295 0.46634  0.071
40 H -1.58617 -1.98879 0.74824  0.098
41 H -2.17076 -3.47009 1.50388  0.102
42 H -2.10388 -0.60512 3.97669  0.115
43 H -0.99560 -0.81918 2.65634  0.089
44 H -1.70874 -2.87773 4.79304  0.059
45 H -0.15457 -2.16475 4.42046  0.072
46 H -0.85794 -3.33496 3.31129  0.065
47 H -4.92239 -1.87961 2.26471  0.102
48 H -4.32151 -1.32503 3.78577  0.116
49 H -3.83692 -4.20680 2.83253  0.068
50 H -5.27957 -3.70366 3.69863  0.076
51 H -3.71894 -3.58339 4.48264  0.057
52 C -5.33781 3.53225 -2.38923  -0.089
53 C -5.31465 3.15495 -0.91576  -0.275
54 N -4.11873 3.60631 -0.22440  -0.207
55 C -3.96717 3.02178 1.09824  -0.264
56 C -5.00541 3.35751 2.17399  -0.079
57 C -3.83755 5.03096 -0.32245  -0.252
58 C -4.90354 6.01326 0.17813  -0.077
59 H -4.44597 3.16584 -2.90088  0.073
60 H -6.21015 3.08653 -2.86762  0.076
61 H -5.40329 4.61036 -2.53676  0.067
62 H -5.34728 2.06392 -0.84578  0.114
63 H -6.23667 3.52288 -0.44213  0.104
64 H -2.97247 3.27988 1.47682  0.106
65 H -3.95201 1.93286 0.97119  0.100
66 H -4.87428 4.36452 2.56617  0.059
67 H -4.89145 2.67223 3.01634  0.071
68 H -6.02666 3.25666 1.80745  0.070
69 H -3.62941 5.26130 -1.37028  0.098
70 H -2.89517 5.23071 0.19489  0.111
71 H -5.90640 5.73493 -0.14698  0.070
72 H -4.69840 7.00791 -0.22159  0.075
73 H -4.90513 6.10185 1.26288  0.057
74 C 5.98653 0.21986 3.37518  -0.083
75 C 5.21323 -0.20382 2.13646  -0.272
76 N 5.42364 0.67609 0.99878  -0.195
77 C 4.49543 0.44174 -0.08298  -0.249
78 C 4.54665 -0.91020 -0.81024  -0.076
79 C 6.81054 0.88278 0.60909  -0.238
80 C 7.64498 -0.34829 0.23148  -0.076
81 H 5.75406 1.24988 3.64625  0.083
82 H 5.71429 -0.42160 4.21340  0.077
83 H 7.06410 0.13174 3.23664  0.068
84 H 4.14695 -0.18221 2.38116  0.116
85 H 5.45867 -1.25298 1.90747  0.102
86 H 4.61238 1.24420 -0.81999  0.113
87 H 3.48351 0.56816 0.32154  0.094
88 H 5.40320 -0.98012 -1.47954  0.046
89 H 3.64760 -1.02523 -1.42685  0.044
90 H 4.57696 -1.75434 -0.12170  0.076
91 H 7.31513 1.39721 1.42868  0.105
92 H 6.83179 1.59898 -0.21634  0.115
93 H 7.49684 -1.17689 0.92495  0.069
94 H 8.70475 -0.09119 0.25760  0.077
95 H 7.43085 -0.70049 -0.77732  0.052

Computed properties:
* net charge: +1
* HOMO-LUMO gap: 5.2991 eV
* LUMO energy: -0.175 hartree

Entry 2:
DFT (the ωB97M-V functional and the def2-TZVPD basis) results for an isolated ion of composition C5H8NO and charge +1.

Last column: Löwdin charge in e.
Element x y z (Å)
1 C -2.02542 0.84812 -0.23483  0.096
2 C 1.63901 0.29595 0.18113  -0.054
3 C 0.34362 0.57875 -0.65267  -0.076
4 C 1.64770 -1.23083 0.46517  0.039
5 C -1.00479 -1.11710 0.46082  0.055
6 N -0.92539 0.13455 -0.04087  -0.172
7 O 0.42285 -1.67891 0.62094  0.011
8 H -3.11200 0.60181 0.01157  0.136
9 H -2.16846 1.64445 -0.91486  0.084
10 H 2.53082 0.81327 -0.15804  0.131
11 H 1.41921 0.66999 1.18939  0.140
12 H 0.32385 1.67349 -0.77158  0.148
13 H 0.24690 0.14072 -1.62953  0.146
14 H 2.52676 -1.90504 0.43119  0.163
15 H -1.86466 -1.46921 1.04217  0.154

Computed properties:
* net charge: +1
* HOMO-LUMO gap (alpha / beta): 7.3364 / 6.6901 eV
* LUMO energy (alpha / beta): -0.187 / -0.201 hartree

Entry 3:
DFT (the ωB97M-V functional and the def2-TZVPD basis) results for C32H39ClEuFN9O4 as an isolated structure.

Last column: Löwdin spin population.
Element x y z (Å)
1 Eu 1.34679 -0.49194 0.26168  6.959
2 C -0.44454 3.21417 0.32647  0.000
3 C 0.89922 2.90238 -0.34486  0.001
4 N 0.95566 1.60307 -1.03296  -0.004
5 C 2.07133 1.55880 -2.00435  0.002
6 C 3.46192 1.54687 -1.36289  0.001
7 N 3.64836 0.44925 -0.40910  -0.003
8 C 4.95156 0.53044 0.28209  0.000
9 C 4.80464 0.60046 1.80313  0.000
10 C 3.80345 1.66262 2.25424  0.001
11 N 2.45083 1.08252 2.32514  0.001
12 C 1.51677 1.98393 3.00551  0.000
13 C 0.13675 1.33650 3.05315  0.002
14 N -0.37521 1.01974 1.70555  0.000
15 C -1.17645 2.11175 1.12390  0.001
16 H -1.14435 3.54719 -0.44522  0.000
17 H -0.27243 4.07362 0.97688  0.000
18 H 1.70311 2.91649 0.39307  0.000
19 H 1.08577 3.71839 -1.06312  0.000
20 H 0.10808 1.52943 -1.60106  0.001
21 H 2.03256 2.43418 -2.66788  0.000
22 H 1.94259 0.64976 -2.59806  0.000
23 H 3.62563 2.48979 -0.83505  0.000
24 H 4.18894 1.49096 -2.18787  0.000
25 H 3.64468 -0.42639 -0.94225  0.000
26 H 5.48884 1.41909 -0.06005  0.000
27 H 5.56806 -0.33791 0.03881  0.000
28 H 5.78567 0.80748 2.23124  0.000
29 H 4.47718 -0.36954 2.17958  0.000
30 H 3.79619 2.50610 1.55666  0.000
31 H 4.09938 2.05366 3.23888  0.000
32 H 2.56588 0.27632 2.95029  0.001
33 H 1.46574 2.92984 2.46018  0.000
34 H 1.83850 2.20108 4.03685  0.000
35 H -0.55483 1.99796 3.59289  0.000
36 H 0.21849 0.40380 3.61958  0.001
37 H -1.03540 0.25321 1.84390  0.001
38 H -1.74001 2.61984 1.91909  0.000
39 H -1.91311 1.64754 0.46773  0.000
40 O 1.95412 -3.95017 4.99857  0.000
41 C 0.98370 -4.58089 4.36494  0.000
42 O 0.55444 -5.64424 4.72155  0.000
43 C 0.38301 -3.87894 3.18776  0.002
44 C -0.84502 -4.19335 2.60902  0.001
45 Cl -1.92568 -5.41737 3.02804  0.000
46 N -1.08843 -3.28427 1.63540  0.002
47 N -0.06394 -2.40968 1.52667  0.003
48 C 0.83154 -2.77448 2.44640  0.007
49 C 2.13412 -2.02255 2.52090  0.014
50 O 2.57771 -1.72780 3.63881  0.015
51 O 2.63101 -1.72167 1.41125  -0.006
52 C -2.25603 -3.18682 0.85101  0.000
53 C -2.92258 -1.97207 0.77891  0.000
54 C -4.07443 -1.86662 0.02273  0.000
55 C -4.57410 -2.97317 -0.64295  0.000
56 C -3.90557 -4.18380 -0.56805  0.000
57 C -2.74045 -4.29626 0.16978  0.000
58 H 2.23771 -3.08527 4.60472  0.000
59 H -2.55434 -1.12172 1.33233  0.000
60 H -4.58710 -0.91976 -0.04472  0.000
61 H -5.48724 -2.88680 -1.21221  0.000
62 H -4.28814 -5.04935 -1.08692  0.000
63 H -2.21375 -5.23523 0.20715  0.000
64 C -1.41177 -2.63788 -2.88003  0.000
65 C -0.73759 -2.18834 -1.75403  0.003
66 N -0.94355 -0.98034 -1.21406  -0.002
67 C -1.88939 -0.22762 -1.77326  0.002
68 C -2.67189 -0.60706 -2.86166  0.000
69 C -2.39686 -1.84626 -3.43988  0.002
70 C -3.81317 0.19017 -3.31145  0.000
71 C -3.84638 1.50488 -3.54021  0.000
72 C -2.68148 2.37940 -3.51892  0.000
73 C -2.77947 3.74004 -3.20819  0.000
74 C -1.58939 4.44286 -3.10784  0.000
75 N -0.41705 3.89613 -3.40317  0.000
76 C -0.45140 2.64060 -3.81879  0.000
77 N -1.49930 1.84702 -3.83672  0.000
78 H -1.16713 -3.59609 -3.31116  0.000
79 H -0.00060 -2.82068 -1.27001  0.001
80 H -2.08687 0.73304 -1.31354  0.000
81 H -2.94719 -2.16960 -4.31116  0.000
82 H -4.72194 -0.38560 -3.43429  0.000
83 H -4.77851 1.98340 -3.80482  0.000
84 H -3.72741 4.21350 -3.01536  0.000
85 H -1.56134 5.47441 -2.78375  0.000
86 H 0.47561 2.20848 -4.17194  0.000
87 F 1.85723 -1.35465 -1.50861  -0.010

Computed properties:
* net charge: 0
* HOMO-LUMO gap (alpha / beta): 4.0555 / 8.2723 eV
* LUMO energy (alpha / beta): -0.021 / -0.021 hartree
* expectation value of S²: 15.759
* spin multiplicity: 8

Entry 4:
DFT (the ωB97M-V functional and the def2-TZVPD basis) results for F2Li3 as an isolated structure.

Last column: Löwdin charge in e.
Element x y z (Å)
1 Li 0.28650 1.18446 0.70425  0.789
2 Li -1.14103 -1.45404 -0.10529  0.875
3 Li 0.93872 0.43079 -2.27054  0.904
4 F 0.38183 -0.33254 -0.48796  -0.779
5 F -0.46603 0.17133 2.15953  -0.788

Computed properties:
* net charge: +1
* HOMO-LUMO gap: 7.4812 eV
* LUMO energy: -0.197 hartree

Entry 5:
DFT (the ωB97M-V functional and the def2-TZVPD basis) results for an isolated ion of composition C6H12N3 and charge +1.

Last column: Löwdin charge in e.
Element x y z (Å)
1 C -1.04535 1.75568 0.56161  -0.057
2 C -1.04141 1.03590 -0.76336  -0.129
3 C 0.08018 0.68386 -1.55724  -0.094
4 N 1.34100 0.54866 -1.09091  0.152
5 C 1.50032 -0.29362 -0.16236  -0.330
6 C 2.90480 -0.64473 0.37779  0.021
7 N 0.36633 -1.04576 0.33120  0.090
8 C -0.91035 -1.07612 -0.33064  -0.182
9 N -1.95481 -1.23594 0.47923  0.142
10 H -1.16940 2.83590 0.41003  0.112
11 H -0.24843 1.60879 1.12858  0.021
12 H -1.84624 1.60606 1.27703  0.086
13 H -2.01998 1.15628 -1.28351  0.139
14 H -0.10724 0.37850 -2.56237  0.131
15 H 2.83923 -1.75805 0.25587  0.104
16 H 2.99533 -0.40185 1.43534  0.081
17 H 3.69827 -0.12859 -0.22627  0.110
18 H 0.37229 -1.02925 1.35661  0.156
19 H -0.98895 -1.62257 -1.24792  0.155
20 H -1.84999 -0.93347 1.45215  0.133
21 H -2.91560 -1.43968 0.15915  0.157

Computed properties:
* net charge: +1
* HOMO-LUMO gap: 9.0945 eV
* LUMO energy: -0.147 hartree
* SMILES string: C/C=C\N=C(\C)NC=[NH2+]

Entry 6:
DFT (the ωB97M-V functional and the def2-TZVPD basis) results for a 6-piece molecular cluster, C15H20ClO19 overall.

Last column: Löwdin charge in e.
Element x y z (Å)
1 Cl -12.07845 -9.35100 -24.14005  0.558
2 O -12.32500 -9.22399 -22.76161  -0.376
3 O -12.96745 -8.60419 -24.98231  -0.386
4 O -10.69296 -9.05711 -24.45126  -0.403
5 O -12.26792 -10.70091 -24.48967  -0.394
6 C -13.28217 -4.07152 -28.45653  -0.098
7 C -11.76753 -3.92562 -28.50208  -0.107
8 O -11.53271 -4.43306 -29.79846  0.052
9 C -12.60761 -4.41540 -30.59481  -0.608
10 O -12.63627 -4.71742 -31.73781  0.167
11 O -13.68342 -4.27863 -29.82574  0.072
12 H -13.77005 -3.17780 -28.06750  0.123
13 H -13.66095 -4.87801 -27.82868  0.134
14 H -11.20401 -4.48647 -27.75643  0.138
15 H -11.42333 -2.89186 -28.53313  0.127
16 C -10.38419 -16.45155 -24.51876  -0.161
17 C -9.05647 -16.60867 -25.14393  -0.126
18 O -9.32981 -16.82285 -26.53473  0.072
19 C -10.64918 -17.06701 -26.64542  -0.524
20 O -11.16676 -17.38593 -27.71447  0.118
21 O -11.24920 -17.02821 -25.43012  0.068
22 H -10.70056 -15.41558 -24.39720  0.147
23 H -10.43284 -17.07168 -23.62368  0.138
24 H -8.43398 -17.40336 -24.73272  0.132
25 H -8.52774 -15.65711 -25.08845  0.135
26 C -18.12292 -8.96486 -21.83826  -0.140
27 C -18.47622 -10.31017 -21.33739  -0.114
28 O -19.68911 -10.14543 -20.63053  0.106
29 C -20.10772 -8.93146 -20.67513  -0.576
30 O -21.13451 -8.44735 -20.19281  0.111
31 O -19.25422 -8.25653 -21.46586  0.064
32 H -18.08037 -8.88393 -22.92442  0.140
33 H -17.20093 -8.54060 -21.44070  0.138
34 H -17.64656 -10.68898 -20.74050  0.135
35 H -18.63891 -11.02749 -22.14180  0.137
36 C -14.73585 -7.66810 -17.56377  -0.136
37 C -13.44626 -7.21915 -16.97280  -0.147
38 O -13.20725 -6.06382 -17.73367  0.051
39 C -14.18182 -5.73901 -18.63177  -0.518
40 O -14.16477 -4.99887 -19.58478  0.162
41 O -15.21743 -6.54867 -18.31169  0.052
42 H -15.44633 -8.15418 -16.89515  0.136
43 H -14.43126 -8.38407 -18.32713  0.131
44 H -12.64750 -7.94750 -17.11275  0.139
45 H -13.67823 -7.00582 -15.92936  0.129
46 C -8.28514 -5.26342 -20.66782  -0.071
47 C -7.55540 -5.00389 -21.97961  -0.121
48 O -6.35866 -4.37334 -21.50905  0.018
49 C -6.45230 -3.96226 -20.18638  -0.551
50 O -5.54672 -3.38542 -19.54271  0.090
51 O -7.56251 -4.40553 -19.76651  0.102
52 H -8.27791 -6.33542 -20.47067  0.138
53 H -9.29078 -4.96332 -20.96232  0.135
54 H -8.07014 -4.35759 -22.69055  0.126
55 H -7.15822 -5.84018 -22.55491  0.134

Computed properties:
* net charge: -1
* HOMO-LUMO gap: 7.9352 eV
* LUMO energy: 0.069 hartree

Quick rundown of relative energy (zero: lowest compared OMol25 entry of this formula, charge and spin), same order as above: 0.0000, 4.5092, 1.3814, 1.2575, 3.0032, 3.1941 eV